Density functional theory data (ωB97M-V with the def2-TZVPD basis set) for C27H34ClN4O7STl as an isolated structure at a distorted geometry.

Calculated values
Maximum force (eV Å⁻¹): 1.096
Lowest unoccupied orbital energy (alpha / beta) (eV): 4.1 / 4.1
E_HOMO (alpha / beta) (eV): 0.370 / -0.313
Total charge: -2
HOMO-LUMO gap (alpha / beta) (eV): 3.756 / 4.434
Energy relative to the best compared isomer or geometry (same formula, charge and spin) (eV): 0.8615

```
75
C27H34ClN4O7STl (ωB97M-V with the def2-TZVPD basis set)
Tl 0.415 -0.267 0.564
O -5.595 1.233 -1.665
C -4.486 0.892 -0.925
C -4.152 -0.434 -0.689
C -3.002 -0.720 0.038
N -2.216 0.239 0.508
C -2.548 1.510 0.316
C -3.680 1.889 -0.391
C -1.650 2.560 0.999
O -2.134 3.680 1.166
O -0.534 2.140 1.391
C -2.620 -2.185 0.361
O -3.495 -3.033 0.152
O -1.469 -2.377 0.817
H -6.020 0.423 -1.976
H -4.756 -1.253 -1.061
H -3.899 2.939 -0.506
O 0.094 -1.361 -1.950
C 0.929 -2.094 -2.439
C 1.273 -2.058 -3.916
C 0.906 -3.441 -4.494
C -0.275 -4.121 -3.772
C 0.105 -4.973 -2.549
C 0.556 -4.156 -1.324
N 1.506 -3.148 -1.753
H 2.328 -1.834 -4.084
H 0.683 -1.266 -4.375
H 1.774 -4.107 -4.458
H 0.646 -3.318 -5.548
H -0.774 -4.781 -4.489
H -1.000 -3.369 -3.460
H 0.907 -5.661 -2.842
H -0.757 -5.579 -2.266
H 1.032 -4.810 -0.590
H -0.286 -3.651 -0.846
H 2.287 -3.568 -2.245
C 1.508 1.123 3.994
N 0.442 0.168 4.098
C -0.928 0.641 4.032
C -1.724 -0.620 3.663
N -0.704 -1.648 3.507
C 0.535 -1.107 3.665
S 1.946 -1.974 3.606
H 1.349 1.757 3.117
H 2.451 0.584 3.890
H 1.530 1.751 4.890
H -1.015 1.416 3.265
H -1.218 1.060 5.003
H -2.288 -0.484 2.738
H -2.414 -0.929 4.459
H -0.837 -2.286 2.723
Cl 5.698 3.549 -3.394
C 4.056 3.069 -2.952
C 3.744 1.750 -2.864
C 2.465 1.339 -2.248
C 1.402 2.403 -2.243
C 0.126 2.038 -2.009
C 1.819 3.755 -2.439
C 3.109 4.089 -2.753
H 4.468 0.980 -3.094
H 2.084 0.432 -2.725
H -0.148 0.999 -1.908
H -0.672 2.758 -1.916
H 1.075 4.534 -2.334
H 3.400 5.127 -2.855
C 2.511 2.889 0.519
O 3.401 1.907 0.047
C 2.875 0.918 -0.808
C 3.777 -0.302 -0.726
H 2.888 3.208 1.495
H 1.493 2.514 0.642
H 2.472 3.754 -0.153
H 4.815 -0.114 -1.026
H 3.367 -1.096 -1.350
H 3.805 -0.649 0.307
```

Here are the Löwdin charges for atoms 1 to 6, given in e: number 1, Tl, carries 0.985; number 2, O, carries 0.035; number 3, C, carries -0.288; number 4, C, carries 0.043; number 5, C, carries -0.177; number 6, N, carries 0.079

---

Density functional theory data (ωB97M-V with the def2-TZVPD basis set) for a 4-piece molecular cluster, C16H32O8 overall at a distorted geometry.

Calculated values
Maximum force (eV Å⁻¹): 4.215
Lowest unoccupied orbital energy (eV): 0.6
E_HOMO (eV): -9.526
HOMO-LUMO gap (eV): 10.091
Energy relative to the best compared isomer or geometry (same formula, charge and spin) (eV): 5.7226
SMILES string: CCOC(=O)OC.CCOC(=O)OC.C1CCOC1.C1CCOC1

```
56
C16H32O8 (ωB97M-V with the def2-TZVPD basis set)
C 0.580 0.033 -2.385
C 2.104 -0.133 -2.587
O 2.845 0.906 -1.959
C 3.310 1.939 -2.688
O 3.335 2.098 -3.926
O 3.952 2.681 -1.822
C 4.630 3.803 -2.098
H 0.222 -0.098 -1.364
H -0.021 -0.688 -2.938
H 0.351 1.053 -2.695
H 2.302 -0.238 -3.654
H 2.388 -1.070 -2.108
H 3.980 4.486 -2.646
H 5.566 3.635 -2.630
H 4.867 4.341 -1.180
C -5.591 4.002 -0.108
C -4.079 3.823 -0.169
O -3.830 2.523 0.288
C -2.952 2.421 1.404
O -2.456 3.391 1.986
O -2.894 1.176 1.804
C -2.255 0.893 3.085
H -5.844 4.314 0.905
H -6.020 3.045 -0.406
H -5.964 4.841 -0.695
H -3.646 4.557 0.511
H -3.639 3.863 -1.165
H -2.833 1.239 3.942
H -1.290 1.400 3.091
H -2.060 -0.175 3.179
C 1.348 -3.669 -0.146
C -0.144 -3.897 0.083
C -0.011 -4.825 1.277
O 1.125 -5.667 1.003
C 1.959 -4.986 0.067
H 1.882 -3.023 0.551
H 1.570 -3.252 -1.128
H -0.608 -4.301 -0.817
H -0.549 -2.930 0.384
H -0.828 -5.545 1.315
H 0.062 -4.192 2.162
H 1.883 -5.535 -0.871
H 3.015 -4.770 0.231
C 1.190 -1.022 1.473
C -0.239 -1.210 1.838
C -0.874 0.049 1.236
O -0.022 0.417 0.144
C 1.207 -0.271 0.196
H 1.709 -1.926 1.157
H 1.758 -0.579 2.291
H -0.414 -1.121 2.910
H -0.679 -2.095 1.378
H -0.823 0.872 1.949
H -1.877 -0.124 0.847
H 2.016 0.459 0.171
H 1.287 -0.921 -0.675
```

Here are the Löwdin charges for atoms 1 to 6, given in e: number 1, C, carries -0.057; number 2, C, carries -0.201; number 3, O, carries 0.023; number 4, C, carries -0.533; number 5, O, carries 0.096; number 6, O, carries 0.010

---

Density functional theory data (ωB97M-V with the def2-TZVPD basis set) for a 6-piece molecular cluster, C24H34N2O6 overall at a distorted geometry.

Calculated values
Spin multiplicity: 2
Maximum force (eV Å⁻¹): 7.035
Lowest unoccupied orbital energy (alpha / beta) (eV): 2.3 / 2.3
E_HOMO (alpha / beta) (eV): 0.065 / -4.013
Total charge: -1
HOMO-LUMO gap (alpha / beta) (eV): 2.222 / 6.296

```
66
C24H34N2O6 (ωB97M-V with the def2-TZVPD basis set)
C 0.226 -0.394 -0.621
N 1.478 -1.063 -0.283
O 1.834 -2.046 -0.830
O 2.141 -0.539 0.567
H -0.403 -0.531 0.259
H -0.309 -0.820 -1.469
H 0.410 0.667 -0.791
C 0.900 -4.504 -3.414
N 0.563 -5.318 -2.184
O 1.385 -5.258 -1.310
O -0.458 -6.023 -2.288
H 0.890 -3.450 -3.136
H 0.260 -4.682 -4.279
H 1.906 -4.683 -3.794
C -0.371 2.582 2.679
O -0.638 3.273 1.509
C -2.058 3.485 1.169
C -2.943 2.176 1.141
O -2.292 1.293 0.194
C -3.022 0.040 0.048
H 0.711 2.468 2.743
H -0.919 1.644 2.760
H -0.625 3.195 3.544
H -2.159 3.988 0.207
H -2.491 4.200 1.869
H -3.899 2.475 0.710
H -3.185 1.693 2.088
H -4.089 0.210 0.194
H -2.754 -0.507 0.951
H -2.736 -0.515 -0.846
C -0.917 2.025 -3.303
C 0.456 2.117 -3.452
C 1.149 1.064 -4.051
C 0.483 -0.117 -4.408
C -0.836 -0.262 -4.112
C -1.511 0.779 -3.565
H -1.502 2.877 -2.990
H 1.046 2.969 -3.149
H 2.172 1.113 -4.394
H 0.989 -0.932 -4.904
H -1.261 -1.229 -4.336
H -2.554 0.729 -3.287
C -2.824 -4.061 2.846
C -3.812 -3.748 1.906
C -3.468 -3.466 0.624
C -2.140 -3.326 0.309
C -1.179 -3.464 1.278
C -1.482 -3.937 2.499
H -3.015 -4.370 3.863
H -4.845 -3.863 2.196
H -4.273 -3.145 -0.021
H -1.899 -3.065 -0.711
H -0.153 -3.238 1.026
H -0.780 -4.058 3.311
C 4.143 4.060 1.410
C 3.730 2.716 1.466
C 4.178 1.967 2.519
C 5.032 2.520 3.487
C 5.381 3.863 3.468
C 4.968 4.615 2.379
H 3.817 4.636 0.557
H 3.181 2.263 0.654
H 3.849 0.943 2.610
H 5.272 1.967 4.383
H 5.998 4.349 4.210
H 5.256 5.653 2.299
```

Here are the Löwdin charges for atoms 1 to 6, given in e: number 1, C, carries 0.032; number 2, N, carries -0.482; number 3, O, carries 0.109; number 4, O, carries 0.033; number 5, H, carries 0.086; number 6, H, carries 0.085

---

Density functional theory data (ωB97M-V with the def2-TZVPD basis set) for C6H12Si as an isolated structure at a distorted geometry.

Calculated values
Maximum force (eV Å⁻¹): 4.491
Lowest unoccupied orbital energy (eV): 0.9
E_HOMO (eV): -9.404
HOMO-LUMO gap (eV): 10.307
Energy relative to the best compared isomer or geometry (same formula, charge and spin) (eV): 3.4347

```
19
C6H12Si (ωB97M-V with the def2-TZVPD basis set)
C -2.810 0.905 1.188
C -1.981 0.099 0.838
C -0.583 -0.119 -2.137
C 1.693 1.212 0.779
C 0.060 -1.250 -1.304
C 1.126 0.036 1.543
Si -0.271 -0.759 0.571
H -3.788 1.263 1.371
H -0.284 -0.463 -3.114
H -1.698 0.039 -2.073
H -0.076 0.770 -1.839
H 2.574 1.587 1.175
H 1.770 0.892 -0.166
H 0.833 1.960 0.743
H 1.141 -1.158 -1.566
H -0.327 -2.236 -1.460
H 0.795 0.372 2.443
H 1.904 -0.727 1.650
H -0.079 -2.423 1.358
```

Here are the Löwdin charges for atoms 1 to 6, given in e: number 1, C, carries 0.016; number 2, C, carries -0.200; number 3, C, carries -0.194; number 4, C, carries -0.157; number 5, C, carries -0.339; number 6, C, carries -0.372

---

Density functional theory data (ωB97M-V with the def2-TZVPD basis set) for C3H6N2O2 in the gas phase at a distorted geometry.

Calculated values
Maximum force (eV Å⁻¹): 5.008
Lowest unoccupied orbital energy (eV): 0.7
E_HOMO (eV): -8.843
HOMO-LUMO gap (eV): 9.526
Energy relative to the best compared isomer or geometry (same formula, charge and spin) (eV): 3.6900
SMILES string: C=CN(O)C(N)=O

```
13
C3H6N2O2 (ωB97M-V with the def2-TZVPD basis set)
C 1.792 0.817 -0.273
C 0.590 1.023 0.342
C -1.629 0.388 0.051
N -2.476 -0.609 -0.120
N -0.379 0.017 0.341
O -1.895 1.474 -0.331
O 0.018 -1.278 0.160
H 2.406 1.618 -0.298
H 1.913 -0.010 -0.870
H 0.342 1.879 0.980
H -2.474 -1.419 0.430
H -3.417 -0.373 -0.268
H -0.017 -1.468 -0.782
```

Here are the Löwdin charges for atoms 1 to 6, given in e: number 1, C, carries 0.067; number 2, C, carries -0.100; number 3, C, carries -0.664; number 4, N, carries 0.196; number 5, N, carries -0.132; number 6, O, carries 0.107

---

Density functional theory data (ωB97M-V with the def2-TZVPD basis set) for C7H15NO as an isolated structure at a distorted geometry.

Calculated values
Maximum force (eV Å⁻¹): 2.815
Lowest unoccupied orbital energy (eV): 0.6
E_HOMO (eV): -7.262
HOMO-LUMO gap (eV): 7.865
Energy relative to the best compared isomer or geometry (same formula, charge and spin) (eV): 3.4565

```
24
C7H15NO (ωB97M-V with the def2-TZVPD basis set)
C -0.640 -0.953 -0.313
C -1.448 -0.197 -1.196
C -1.225 -1.447 0.977
C 0.552 -1.693 -0.845
C 1.312 0.557 1.906
C 0.357 1.156 0.895
O -0.693 1.697 1.220
H -1.440 -0.536 -2.232
H -2.464 -0.011 -0.865
H -0.888 1.087 -1.413
H -2.062 -2.129 0.776
H -1.612 -0.614 1.566
H -0.489 -1.970 1.590
H 0.314 -2.752 -0.999
H 1.385 -1.667 -0.139
H 0.900 -1.291 -1.799
H 2.163 0.051 1.456
H 1.679 1.356 2.556
H 0.767 -0.149 2.535
C 0.277 2.097 -1.333
N 0.955 1.465 -0.332
H 1.784 0.946 -0.583
H 0.631 1.922 -2.340
H -0.114 3.076 -1.086
```

Here are the Löwdin charges for atoms 1 to 6, given in e: number 1, C, carries -0.389; number 2, C, carries -0.074; number 3, C, carries -0.077; number 4, C, carries -0.078; number 5, C, carries -0.005; number 6, C, carries -0.570

---

Density functional theory data (ωB97M-V with the def2-TZVPD basis set) for C20H43Al2BBr3ClF5LiN3O8P as an isolated structure at a distorted geometry.

Calculated values
Maximum force (eV Å⁻¹): 2.543
Lowest unoccupied orbital energy (eV): -5.9
E_HOMO (eV): -7.187
HOMO-LUMO gap (eV): 1.256

```
88
C20H43Al2BBr3ClF5LiN3O8P (ωB97M-V with the def2-TZVPD basis set)
C 0.979 -1.800 -3.569
C 1.246 -1.055 -4.891
B 1.357 0.513 -4.721
O 1.472 1.304 -5.854
C 1.403 1.150 -3.260
C 0.361 0.998 -2.306
C 0.506 1.537 -1.072
C 1.686 2.252 -0.757
P 1.965 2.928 0.865
N 3.093 2.017 1.626
C 2.650 2.408 -1.689
N 2.494 1.846 -2.923
H -0.027 -1.571 -3.227
H 1.655 -1.441 -2.749
H 1.115 -2.871 -3.657
H 0.444 -1.211 -5.613
H 2.199 -1.432 -5.271
H 2.346 1.118 -6.218
H -0.501 0.427 -2.570
H -0.252 1.416 -0.316
H 0.731 2.876 1.546
H 2.399 4.255 0.794
H 3.866 2.669 1.828
H 3.559 2.953 -1.491
H 3.238 1.975 -3.588
C 3.286 -5.059 -0.981
C 1.823 -5.417 -1.253
O 1.323 -4.862 -2.365
H 3.403 -3.983 -0.878
H 3.636 -5.526 -0.053
H 3.920 -5.415 -1.793
H 1.274 -5.124 -0.306
H 1.784 -6.539 -1.208
Cl 1.664 -1.866 -0.682
Li -0.457 -5.405 -0.924
Al 4.077 1.566 3.410
F -1.423 6.063 2.081
Al -1.454 4.787 3.184
F -1.162 3.316 2.334
F -2.946 4.726 3.953
F -0.215 4.995 4.330
C -2.520 4.170 7.075
O -3.076 3.076 6.368
C -2.227 1.945 6.322
C -2.778 0.816 7.170
N -2.704 1.111 8.594
C -3.474 0.188 9.422
C -4.973 0.146 9.147
O -5.676 1.318 9.501
C -5.563 2.375 8.561
H -3.140 5.043 6.884
H -2.512 3.989 8.158
H -1.505 4.387 6.732
H -1.200 2.199 6.600
H -2.214 1.603 5.281
H -2.212 -0.099 6.967
H -3.819 0.654 6.846
H -3.047 2.049 8.752
H -3.320 0.472 10.465
H -3.063 -0.821 9.308
H -5.404 -0.649 9.762
H -5.182 -0.126 8.108
H -5.448 2.003 7.543
H -4.730 3.034 8.821
H -6.474 2.972 8.614
C 2.637 -4.901 -9.412
O 1.768 -3.807 -9.721
C 2.257 -2.623 -9.368
O 3.322 -2.429 -8.840
O 1.370 -1.686 -9.696
C 1.782 -0.360 -9.367
H 2.137 -5.807 -9.743
H 3.589 -4.796 -9.937
H 2.809 -4.963 -8.338
H 2.692 -0.095 -9.904
H 1.931 -0.262 -8.294
H 0.985 0.310 -9.674
C 7.061 -3.681 -9.798
Br 7.152 -3.561 -7.881
Br 5.887 -5.103 -10.360
Br 6.573 -2.003 -10.599
H 8.051 -3.928 -10.151
F -0.220 2.110 -4.069
C -6.804 1.209 4.882
O -6.181 0.459 5.756
H -7.897 1.349 5.060
H -6.448 2.280 4.863
H -6.711 0.911 3.819
```

Here are the Löwdin charges for atoms 1 to 6, given in e: number 1, C, carries -0.188; number 2, C, carries -0.122; number 3, B, carries -0.428; number 4, O, carries 0.116; number 5, C, carries -0.102; number 6, C, carries -0.053

---

Density functional theory data (ωB97M-V with the def2-TZVPD basis set) for C4H6N2O2 in the gas phase at a distorted geometry.

Calculated values
Maximum force (eV Å⁻¹): 6.329
Lowest unoccupied orbital energy (eV): 0.5
E_HOMO (eV): -9.637
HOMO-LUMO gap (eV): 10.097
Energy relative to the best compared isomer or geometry (same formula, charge and spin) (eV): 3.1149
SMILES string: C=C(/N=C\N)C(=O)O

```
14
C4H6N2O2 (ωB97M-V with the def2-TZVPD basis set)
C -0.091 -0.571 -1.530
C -0.124 0.085 0.629
C 0.257 -0.660 1.725
C -0.745 1.407 1.165
H 1.998 -0.703 -1.183
H 1.804 -1.312 -2.544
H -0.731 -0.558 -2.406
H 0.553 -1.748 1.407
H 0.418 -0.309 2.823
H -1.776 1.456 -0.236
N 1.268 -0.686 -1.882
N -0.813 -0.328 -0.567
O -1.694 2.102 0.423
O -0.325 1.825 2.177
```

Here are the Löwdin charges for atoms 1 to 6, given in e: number 1, C, carries -0.298; number 2, C, carries -0.247; number 3, C, carries 0.087; number 4, C, carries -0.482; number 5, H, carries 0.072; number 6, H, carries 0.125

---

Among the records above, which one has the highest maximum force? C24H34N2O6